<i>
15
Properties=species:S:1:pos:R:3:lowdin_charge:R:1 method="wB97M-V/def2-TZVPD" homo_lumo_gap_ev=8.65 charge=0 homo_ev=-8.37 smiles=O[C@@H]1[C@@H]2CCS[C@@H]12
O 1.646 -1.646 1.581 -0.094
C 1.158 -0.411 1.153 -0.382
C -0.106 -0.032 0.549 -0.359
C -1.420 -0.069 -0.266 -0.137
C -0.901 0.929 -1.481 -0.469
S 0.907 1.229 -1.517 0.807
C 1.095 -0.167 -0.315 -0.458
H 1.776 -1.783 2.754 0.248
H 1.200 0.433 1.979 0.172
H -0.158 0.992 1.137 0.157
H -2.389 0.330 0.254 0.128
H -1.637 -0.954 -0.912 0.096
H -1.252 2.002 -1.559 0.062
H -0.912 0.344 -2.490 0.071
H 0.993 -1.196 -0.867 0.157

***

<ii>
15
Properties=species:S:1:pos:R:3:lowdin_charge:R:1 method="wB97M-V/def2-TZVPD" homo_lumo_gap_ev=10.17 charge=0 homo_ev=-9.46 smiles="CC1(C)CSC1=O"
C 1.121 1.153 -0.047 -0.004
C 0.097 0.009 0.105 -0.537
C -1.295 0.546 -0.022 -0.055
C 0.161 -1.245 -0.868 -0.429
S 0.018 -2.458 0.424 0.956
C 0.168 -0.912 1.364 -0.623
O 0.138 -0.768 2.546 0.067
H 1.052 1.093 -1.153 0.102
H 2.080 0.952 0.370 0.076
H 0.899 2.112 0.310 0.064
H -1.357 1.225 -0.847 0.091
H -1.534 1.131 0.841 0.091
H -1.998 -0.241 -0.070 0.081
H -0.624 -1.248 -1.543 0.050
H 1.076 -1.349 -1.408 0.070

***

Winner for stability: <ii>

***

<i>
22
Properties=species:S:1:pos:R:3:lowdin_charge:R:1 method="wB97M-V/def2-TZVPD" homo_lumo_gap_ev=9.35 charge=0 homo_ev=-8.85 smiles="CC1=C[C@]1(C#N)CNS(C)(=O)=O"
C -1.750 0.746 -2.657 -0.003
C -0.884 1.115 -1.475 -0.259
C -0.003 1.777 -0.780 0.232
C -1.358 0.730 -0.075 -0.290
C -2.221 1.547 0.701 -0.232
N -2.803 2.141 1.506 0.134
C -1.023 -0.632 0.516 -0.209
N 0.114 -0.612 1.443 -0.097
S 1.772 -0.461 0.660 0.644
C 2.724 -1.858 1.353 -0.121
O 2.445 0.779 0.938 -0.319
O 1.678 -0.817 -0.730 -0.327
H -2.705 0.322 -2.231 0.117
H -1.195 -0.060 -3.110 0.082
H -1.730 1.636 -3.194 0.061
H 0.802 2.195 -0.286 0.064
H -1.828 -1.073 1.240 0.160
H -0.876 -1.225 -0.412 0.123
H 0.156 0.145 2.079 0.069
H 2.678 -1.901 2.482 0.090
H 2.341 -2.808 0.965 0.074
H 3.668 -1.687 1.067 0.005

***

<ii>
22
Properties=species:S:1:pos:R:3:lowdin_charge:R:1 method="wB97M-V/def2-TZVPD" homo_lumo_gap_ev=9.76 charge=0 homo_ev=-9.22 smiles="O=C(O)CSCCn1cccn1"
O 2.244 -0.716 0.073 0.119
C 1.446 -1.169 -0.693 -0.608
O 1.249 -2.484 -0.825 0.073
C 0.581 -0.296 -1.591 -0.366
S -1.096 -0.983 -1.785 0.886
C -1.707 -0.903 -0.065 -0.429
C -1.980 0.520 0.430 -0.188
N -0.828 1.130 1.031 -0.181
C -0.330 0.907 2.265 -0.074
C 0.793 1.687 2.391 -0.061
C 0.899 2.350 1.162 -0.147
N -0.084 2.004 0.354 0.051
H 0.528 -2.667 -1.457 0.065
H 1.008 -0.280 -2.595 0.092
H 0.529 0.725 -1.206 0.054
H -0.989 -1.409 0.581 0.083
H -2.632 -1.477 -0.091 0.073
H -2.292 1.153 -0.405 0.120
H -2.786 0.488 1.171 0.125
H -0.804 0.231 2.949 0.121
H 1.446 1.766 3.235 0.091
H 1.641 3.053 0.839 0.103

***

Winner for stability: <ii>